1.
DFT (ωB97M-V/def2-TZVPD) results for C2H8F2NiO2 as an isolated structure.

Its HOMO-LUMO gap (alpha / beta) is 6.783 / 9.208 eV. Its electronic energy is -1939.4781 hartree. The multiplicity is 4. Its total charge is -1. For the HOMO energy (alpha / beta), the calculation gives -3.284 / -6.535 eV. Its expectation value of S² is 3.7532. As for the LUMO energy (alpha / beta): 3.499 / 2.672 eV.

Last column: natural (NBO) charge in e.
Geometry (Å):
Ni1 -2.910144 1.390124 -0.422921  0.79
F1 -1.962954 -0.296296 0.390229  -0.89
F2 -4.782524 0.572114 -0.018961  -0.88
C1 1.475236 0.417124 2.375619  -0.24
O1 0.860506 0.048564 1.160479  -0.75
H1 0.973366 -0.137426 3.168539  0.16
H2 2.557206 0.340494 2.483179  0.17
H3 1.158966 1.445784 2.548599  0.15
H4 -0.093534 0.037824 1.266809  0.51
C2 0.672976 -0.524686 -2.429011  -0.24
O2 -0.024954 -1.391806 -1.556421  -0.74
H5 -0.065144 0.067154 -2.970301  0.15
H6 1.440276 0.120464 -2.001091  0.16
H7 1.106026 -1.219206 -3.148881  0.16
H8 -0.405304 -0.870226 -0.845871  0.50

Cartesian forces (eV/Å) of the 2 atoms listed first:
-1.3 -2.5 1.2
0.1 1.5 -0.6

2.
DFT (ωB97M-V/def2-TZVPD) results for a 2-piece molecular cluster, C11H15NO overall.

Its HOMO-LUMO gap is 8.846 eV. Its electronic energy is -558.1114 hartree. For the energy relative to the best compared isomer or geometry (same formula, charge and spin), the calculation gives 90.4 kJ/mol. Its total charge is 0. For the HOMO energy, the calculation gives -8.061 eV. As for the LUMO energy: 0.786 eV.

Last column: natural (NBO) charge in e.
Geometry (Å):
C1 2.269036 1.861465 1.127693  -0.64
C2 1.823034 1.117167 -0.082639  -0.08
C3 2.565631 0.263899 -0.845004  -0.04
N1 1.695979 -0.417420 -1.726163  -0.53
C4 0.425136 0.021069 -1.493501  0.15
C5 -0.814600 -0.316430 -2.137451  -0.25
C6 -1.934625 0.280269 -1.627206  -0.21
C7 -1.870737 1.477047 -0.851144  -0.26
C8 -0.644898 1.916569 -0.467924  -0.17
C9 0.467191 1.043310 -0.538355  -0.11
H1 2.857355 2.757052 0.931533  0.22
H2 2.837330 1.156004 1.739419  0.22
H3 1.480858 2.213509 1.796877  0.22
H4 3.585481 -0.066170 -0.953814  0.21
H5 1.966587 -0.985793 -2.505097  0.41
H6 -0.827618 -1.031424 -2.944662  0.21
H7 -2.916588 -0.020869 -1.970924  0.21
H8 -2.744826 2.102271 -0.769885  0.22
H9 -0.430480 2.876569 -0.004085  0.21
C10 -2.062031 -1.816931 1.289054  -0.64
C11 -0.641972 -1.403396 1.588063  -0.07
O1 0.057041 -2.530335 2.178357  -0.76
H10 -2.070679 -2.801292 0.828041  0.21
H11 -2.533315 -1.109856 0.605838  0.22
H12 -2.698446 -1.828388 2.171761  0.21
H13 -0.003678 -1.124775 0.758087  0.18
H14 -0.462423 -0.613857 2.326100  0.18
H15 0.626268 -3.019268 1.577038  0.47

Cartesian forces (eV/Å) of the 2 atoms listed first:
0.4 0.1 0.6
0.2 0.5 0.2

3.
DFT (ωB97M-V/def2-TZVPD) results for C26H42BrNOP2Pt as an isolated structure.

Its HOMO-LUMO gap (alpha / beta) is 7.105 / 3.867 eV. Its electronic energy is -4520.1793 hartree. The multiplicity is 5. Its total charge is +4. For the HOMO energy (alpha / beta), the calculation gives -19.151 / -18.691 eV. Its expectation value of S² is 6.0676. As for the LUMO energy (alpha / beta): -12.046 / -14.824 eV.

Last column: Mulliken charge in e.
Geometry (Å):
C1 -0.637300 7.425500 -6.297900  -0.35
C2 -0.814000 6.040800 -6.541100  0.76
C3 -1.125800 5.658200 -7.869400  -0.34
C4 -1.240500 6.647300 -8.850900  -0.38
N1 -1.072900 7.961500 -8.620900  0.09
C5 -0.777000 8.323900 -7.360300  -0.38
C6 -0.684500 5.080100 -5.500900  -0.01
C7 -0.572700 4.249800 -4.601800  -0.55
C8 -0.443100 3.288600 -3.560900  0.97
C9 0.622600 3.363400 -2.628300  -1.04
C10 0.744600 2.414600 -1.608200  -0.14
C11 -0.182700 1.355300 -1.467600  0.05
C12 -1.243600 1.288100 -2.401200  -0.36
C13 -1.376200 2.228900 -3.427300  -0.78
Pt1 0.000000 0.000000 0.000000  1.48
P1 1.890500 -0.906000 -1.022700  0.54
H1 -1.273600 4.602900 -8.116900  0.44
H2 -0.395200 7.780300 -5.291900  0.46
H3 -1.481900 6.363900 -9.884700  0.42
H4 -0.642400 9.400300 -7.185100  0.43
H5 -2.203700 2.157200 -4.140800  0.51
H6 1.350100 4.176800 -2.717900  0.50
H7 -1.982400 0.481500 -2.326300  0.46
H8 1.580400 2.501700 -0.904000  0.40
C14 2.186700 -2.568400 -0.242400  -0.92
C15 3.170400 -3.547300 -0.895200  -1.22
H9 1.180700 -3.023300 -0.190400  0.58
H10 2.456400 -2.333800 0.803700  0.45
H11 3.412500 -4.357800 -0.184800  0.38
H12 2.736400 -4.016900 -1.794600  0.30
H13 4.116700 -3.063200 -1.184500  0.28
C16 1.785500 -1.172300 -2.860000  0.46
C17 2.859200 -0.551700 -3.763100  -1.41
H14 0.788100 -0.790200 -3.141400  -0.06
H15 1.722600 -2.267600 -2.998200  0.19
H16 2.600100 -0.727700 -4.822300  0.42
H17 2.922900 0.540200 -3.617800  0.30
H18 3.860200 -0.977100 -3.588000  0.28
C18 3.386400 0.156700 -0.721300  -0.32
C19 4.775800 -0.492900 -0.750900  -1.36
H19 3.196800 0.591200 0.276000  0.44
H20 3.309900 0.983500 -1.452900  0.31
H21 5.548700 0.281400 -0.598200  0.42
H22 4.883600 -1.227800 0.064500  0.37
H23 4.992300 -0.999800 -1.705200  0.24
Br1 0.231600 -1.718500 1.860600  -0.34
P2 -2.681600 -3.594000 -4.343000  0.43
C20 -0.804000 -3.640600 -4.205700  0.17
C21 -0.200300 -5.044200 -4.355600  -1.31
H24 -0.492700 -3.170800 -3.251600  -0.25
H25 -0.423200 -2.991000 -5.016300  0.47
H26 0.870900 -4.987300 -4.621000  0.36
H27 -0.282200 -5.628400 -3.422900  0.36
H28 -0.719400 -5.612500 -5.147400  0.41
C22 -3.160200 -3.263100 -2.556100  -0.04
C23 -4.571700 -3.734000 -2.182300  -1.15
H29 -3.085800 -2.166200 -2.427000  -0.07
H30 -2.406100 -3.716600 -1.882500  0.44
H31 -4.652500 -3.911200 -1.094700  0.37
H32 -5.330900 -2.982200 -2.462400  0.32
H33 -4.831200 -4.679100 -2.690300  0.34
C24 -2.880100 -1.836800 -4.979400  -0.22
C25 -3.145700 -1.764900 -6.488600  -1.22
H34 -1.987500 -1.239300 -4.707000  0.04
H35 -3.734600 -1.403900 -4.425600  0.50
H36 -3.626500 -0.808200 -6.761000  0.37
H37 -2.209500 -1.840500 -7.070600  0.33
H38 -3.807500 -2.586600 -6.814500  0.37
C26 1.157700 1.061300 2.456200  -0.83
O1 1.107800 1.316200 1.079500  -0.69
H39 1.902900 0.268400 2.670300  0.33
H40 0.143900 0.842300 2.851400  0.41
H41 1.530200 1.964000 2.989200  0.35
H42 0.780100 2.239300 0.939500  0.40

Cartesian forces (eV/Å) of the 2 atoms listed first:
-0.1 -0.9 -0.3
-0.1 1.1 -1.2

4.
DFT (ωB97M-V/def2-TZVPD) results for C3H5CaLiO4 as an isolated structure.

Its HOMO-LUMO gap (alpha / beta) is 3.194 / 7.394 eV. Its electronic energy is -1103.1518 hartree. For the energy relative to the best compared isomer or geometry (same formula, charge and spin), the calculation gives 0.0 kJ/mol. The multiplicity is 2. Its total charge is +1. For the HOMO energy (alpha / beta), the calculation gives -7.520 / -11.794 eV. Its expectation value of S² is 0.7530. As for the LUMO energy (alpha / beta): -4.325 / -4.401 eV.

Last column: natural (NBO) charge in e.
Geometry (Å):
Ca1 0.222539 -1.233586 -1.861351  1.78
O1 2.084879 -1.331971 -0.626059  -0.95
C1 2.623762 -0.547181 0.137365  -0.09
H1 2.314074 0.514160 0.180581  0.09
H2 3.457192 -0.878023 0.779635  0.12
C2 -1.483247 -0.878313 0.598722  -0.78
O2 -1.711809 0.571437 0.447696  -0.49
C3 -1.007909 1.260349 -0.386999  1.03
O3 -0.243138 0.797913 -1.238080  -0.84
O4 -1.032898 2.537856 -0.075191  -0.62
Li1 -2.501870 -1.476320 2.319111  0.94
H3 -1.886056 -1.339984 -0.323788  0.11
H4 -0.392504 -1.030805 0.706628  0.17
H5 -0.443015 3.034467 -0.658269  0.51

Cartesian forces (eV/Å) of the 2 atoms listed first:
1.8 -0.3 1.2
-4.4 -3.9 -5.0

5.
DFT (ωB97M-V/def2-TZVPD) results for a 3-piece molecular cluster, C4H13N3O overall.

Its HOMO-LUMO gap (alpha / beta) is 8.872 / 7.196 eV. Its electronic energy is -399.4896 hartree. For the energy relative to the best compared isomer or geometry (same formula, charge and spin), the calculation gives 676.7 kJ/mol. Its total charge is 0. For the HOMO energy (alpha / beta), the calculation gives -8.176 / -6.504 eV. As for the LUMO energy (alpha / beta): 0.696 / 0.692 eV.

Last column: natural (NBO) charge in e.
Geometry (Å):
C1 0.401552 -0.352656 -0.826326  0.33
C2 1.853273 1.058006 0.593250  -0.33
C3 -1.292899 0.782367 0.370372  -0.48
C4 1.800108 0.406399 1.926110  -0.69
N1 -0.260042 0.756377 -0.651526  -0.48
N2 -1.562592 -0.405453 -2.419770  -0.26
N3 0.218646 -1.536751 -0.190025  -0.84
O1 -2.720917 -0.921280 -1.753849  -0.58
H1 -2.590884 -1.874785 -1.810407  0.47
H2 -1.843994 0.565576 -2.569259  0.30
H3 1.143604 -0.370409 -1.613774  0.19
H4 -0.617453 -1.677088 0.353526  0.39
H5 0.617303 -2.362779 -0.603075  0.40
H6 1.547096 2.089748 0.498996  0.18
H7 2.640268 0.759867 -0.089428  0.16
H8 -1.629896 1.809626 0.499906  0.21
H9 -0.940700 0.412255 1.340063  0.18
H10 -2.151794 0.171365 0.062935  0.21
H11 0.954991 0.759806 2.521577  0.20
H12 2.706306 0.613348 2.517898  0.21
H13 1.728024 -0.683537 1.842804  0.21

Cartesian forces (eV/Å) of the 2 atoms listed first:
-1.2 1.3 -0.1
1.1 0.5 0.6

6.
DFT (ωB97M-V/def2-TZVPD) results for a 2-piece molecular cluster, C28H29N2 overall.

Its HOMO-LUMO gap is 5.661 eV. Its electronic energy is -1193.6167 hartree. For the energy relative to the best compared isomer or geometry (same formula, charge and spin), the calculation gives 194.1 kJ/mol. Its total charge is +1. For the HOMO energy, the calculation gives -10.715 eV. As for the LUMO energy: -5.054 eV.

Last column: natural (NBO) charge in e.
Geometry (Å):
C1 3.159500 2.431110 -0.633602  -0.43
C2 1.657718 2.169898 -0.472685  -0.24
N1 1.232356 1.335123 0.641650  -0.58
C3 2.057520 1.270756 1.639196  0.48
C4 1.882011 0.452397 2.916147  -0.44
C5 3.067715 0.887420 3.803242  -0.42
C6 3.943826 1.837921 2.968468  -0.19
N2 3.258770 1.892387 1.706522  -0.42
C7 3.837140 2.714930 0.695074  -0.21
H1 3.642575 1.570764 -1.106990  0.21
H2 3.300904 3.311939 -1.273531  0.23
H3 1.169615 3.171098 -0.396916  0.19
H4 1.279747 1.673572 -1.376731  0.20
H5 0.908895 0.641980 3.369886  0.22
H6 1.939006 -0.624487 2.688998  0.22
H7 2.703982 1.450361 4.671880  0.22
H8 3.679289 0.038530 4.140395  0.22
H9 4.015676 2.846664 3.398477  0.19
H10 4.968269 1.452638 2.814473  0.19
H11 4.912263 2.494132 0.642832  0.21
H12 3.733055 3.781431 0.966022  0.19
C8 -2.574575 -2.387977 -5.566968  -0.15
C9 -3.508549 -1.875211 -4.655988  -0.21
C10 -3.124279 -1.570937 -3.347062  -0.18
C11 -1.791902 -1.777360 -2.917022  -0.06
C12 -1.303454 -1.424332 -1.570170  0.25
C13 -1.807121 -0.285940 -0.898175  -0.34
C14 -1.554407 0.149831 0.400462  0.08
C15 -2.364204 1.108999 1.113215  -0.06
C16 -2.196030 1.258451 2.517395  -0.14
C17 -2.955113 2.185002 3.227925  -0.22
C18 -3.938706 2.942909 2.564730  -0.13
C19 -4.190003 2.727577 1.203333  -0.22
C20 -3.418405 1.817080 0.480852  -0.15
C21 -0.314845 -2.279924 -0.931986  -0.18
C22 0.658816 -1.698957 -0.106688  -0.18
C23 1.621675 -2.463054 0.543531  -0.22
C24 1.599512 -3.853526 0.405089  -0.14
C25 0.671246 -4.464904 -0.452439  -0.24
C26 -0.278360 -3.690077 -1.127664  -0.08
C27 -0.868166 -2.295280 -3.857859  -0.18
C28 -1.247200 -2.589856 -5.166096  -0.20
H13 -2.860560 -2.605996 -6.596286  0.23
H14 -4.534240 -1.704491 -4.981149  0.23
H15 -3.864989 -1.208459 -2.627563  0.22
H16 -2.558088 0.278941 -1.448772  0.22
H17 -0.862041 -0.387233 1.047361  0.23
H18 -1.530612 0.570288 3.052607  0.22
H19 -2.785126 2.325594 4.302926  0.23
H20 -4.508742 3.695964 3.107205  0.23
H21 -4.991814 3.270749 0.690770  0.23
H22 -3.699448 1.572668 -0.542918  0.21
H23 0.688062 -0.609179 0.014469  0.27
H24 2.373745 -1.959882 1.144406  0.22
H25 2.309380 -4.459435 0.971267  0.23
H26 0.685978 -5.546451 -0.590619  0.23
H27 -1.008740 -4.173978 -1.786533  0.22
H28 0.178633 -2.431572 -3.552611  0.23
H29 -0.497161 -2.960603 -5.865785  0.23

Cartesian forces (eV/Å) of the 2 atoms listed first:
0.1 -0.1 -0.2
-0.4 0.7 -0.3